1.
Computed, not measured: one molecule with the formula C5H7N at a distorted geometry, with the ωB97M-V functional and the def2-TZVPD basis.

Geometry (Å):
C: -0.599 0.381 -1.354
C: -1.274 0.024 -0.073
C: 0.845 0.001 -0.932
C: 0.036 -0.697 0.320
C: 0.678 -0.275 1.646
N: -1.190 0.676 -2.426
H: -1.994 0.631 0.407
H: 1.631 0.564 -0.633
H: 0.008 -1.683 0.060
H: 0.014 -0.202 2.495
H: 1.205 0.590 1.632
H: 1.284 -0.998 2.080
H: -0.644 0.988 -3.221

* HOMO level (spin up / spin down): -8.5 / -8.9 eV
* 2S+1: 1
* calculated total energy: -249.25736 Ha
* energy above the lowest of the compared OMol25 structures with the same formula, charge and spin: 135.5 kcal per mole
* LUMO (spin up / spin down): -0.57 / -0.52 eV

=====

2.
Computed, not measured: C21H36P2PtTe as an isolated structure at a distorted geometry, with the ωB97M-V functional and the def2-TZVPD basis.

Geometry (Å):
P: -5.188 -1.218 0.411
P: 4.243 0.752 -1.280
C: 1.620 0.469 0.074
C: 2.388 1.006 -1.145
H: 1.887 -0.584 0.276
H: 1.890 1.047 0.975
H: 1.974 0.554 -2.060
H: 2.237 2.097 -1.205
C: 4.789 1.794 -2.658
H: 5.621 2.437 -2.341
H: 3.953 2.420 -3.003
H: 5.123 1.143 -3.479
C: 4.469 -0.956 -1.841
H: 4.944 -0.925 -2.832
H: 3.494 -1.456 -1.916
H: 5.112 -1.510 -1.148
C: -6.018 0.347 0.893
H: -6.639 0.069 1.757
H: -6.662 0.734 0.094
H: -5.292 1.103 1.218
C: -5.998 -1.483 -1.218
H: -5.273 -1.530 -2.041
H: -6.762 -0.722 -1.416
H: -6.482 -2.467 -1.123
Pt: -0.535 0.443 0.192
C: -0.709 0.016 -1.773
C: -0.926 1.433 -1.517
C: -2.274 2.134 -1.423
C: -2.872 2.013 -0.003
C: -2.511 0.604 0.548
C: -3.270 -0.428 -0.236
C: -2.480 -1.553 -0.831
C: -1.761 -1.027 -2.106
C: -0.226 -0.314 2.094
H: 0.244 -0.185 -2.277
H: -0.106 2.068 -1.880
H: -2.962 1.773 -2.199
H: -2.106 3.197 -1.638
H: -2.408 2.763 0.652
H: -3.953 2.195 -0.001
H: -2.746 0.541 1.624
H: -3.860 0.074 -1.014
H: -3.134 -2.395 -1.092
H: -1.725 -1.906 -0.112
H: -1.244 -1.874 -2.574
H: -2.477 -0.646 -2.851
H: 0.588 -1.052 2.079
H: -1.147 -0.757 2.500
H: 0.085 0.546 2.710
Te: 5.463 1.115 0.798
C: 4.399 -0.156 2.149
C: 3.783 0.437 3.268
C: 3.105 -0.370 4.188
C: 3.026 -1.755 3.986
C: 3.622 -2.335 2.860
C: 4.331 -1.545 1.944
H: 3.845 1.519 3.395
H: 2.638 0.081 5.065
H: 2.498 -2.381 4.707
H: 3.542 -3.410 2.692
H: 4.831 -1.983 1.079

* charge: +2
* HOMO level (spin up / spin down): -8.9 / -12.9 eV
* 2S+1: 5
* calculated total energy: -1890.89331 Ha
* energy above the lowest of the compared OMol25 structures with the same formula, charge and spin: 32.6 kcal per mole
* LUMO (spin up / spin down): -6.35 / -9.72 eV

=====

3.
Computed, not measured: a 2-piece molecular cluster, C9H18NSSi overall at a distorted geometry, with the ωB97M-V functional and the def2-TZVPD basis.

Geometry (Å):
C: 4.088 -1.078 -1.110
C: 3.093 -1.083 -0.102
C: 4.728 0.157 -1.243
C: 2.925 0.197 0.481
C: -0.926 -1.134 -0.940
C: -2.281 -0.004 1.577
C: -2.779 1.389 -1.183
C: 0.136 1.376 -0.037
C: 1.984 0.463 1.477
N: 1.020 -0.500 2.008
Si: -1.495 0.501 -0.159
S: 4.038 1.393 -0.204
H: 4.577 -1.990 -1.483
H: 2.456 -1.896 0.030
H: 5.550 0.474 -1.875
H: -1.577 -1.927 -0.690
H: -0.846 -1.190 -1.982
H: 0.046 -1.402 -0.592
H: -2.759 -0.908 1.333
H: -1.519 -0.137 2.328
H: -3.220 0.520 1.760
H: -3.396 0.585 -1.653
H: -3.470 2.215 -0.912
H: -2.258 1.841 -2.088
H: 0.185 2.475 -0.067
H: 0.828 1.169 -0.893
H: 1.958 1.421 2.029
H: 1.366 -1.086 2.700
H: 0.781 -0.972 1.059
H: 0.173 -0.059 2.145

* charge: +1
* HOMO level (spin up / spin down): -12.0 / -11.4 eV
* 2S+1: 1
* calculated total energy: -1095.77119 Ha
* energy above the lowest of the compared OMol25 structures with the same formula, charge and spin: 68.9 kcal per mole
* LUMO (spin up / spin down): -4.67 / -4.24 eV

=====

4.
Computed, not measured: C19H23F4N4O2Zr as an isolated structure, with the ωB97M-V functional and the def2-TZVPD basis.

Geometry (Å):
Zr: -0.219 0.523 -0.585
C: -2.280 2.169 -1.762
C: -2.789 1.622 -0.420
N: -1.704 1.540 0.609
C: -1.132 2.881 0.998
C: -2.145 3.869 1.559
C: -2.064 0.692 1.789
C: -2.140 -0.768 1.357
N: -1.141 -0.985 0.280
C: -1.147 -2.245 -0.396
C: -0.762 -2.241 -1.727
F: -0.376 -0.934 -2.199
C: -0.744 -3.319 -2.572
F: -0.369 -3.178 -3.823
C: -1.142 -4.539 -2.041
C: -1.520 -4.601 -0.713
F: -1.900 -5.739 -0.187
C: -1.524 -3.475 0.120
F: -1.879 -3.596 1.389
H: -3.043 1.989 -2.520
H: -1.373 1.706 -2.223
H: -2.098 3.243 -1.742
H: -3.211 0.623 -0.537
H: -3.594 2.268 -0.067
H: -0.652 3.322 0.110
H: -0.351 2.684 1.737
H: -2.880 4.187 0.820
H: -1.605 4.758 1.883
H: -2.660 3.461 2.428
H: -3.005 1.019 2.234
H: -1.277 0.835 2.531
H: -3.124 -1.045 0.973
H: -1.940 -1.413 2.211
H: -1.154 -5.428 -2.660
O: 6.600 4.570 -1.756
C: 5.254 4.770 -2.031
N: 4.453 3.604 -1.596
C: 4.322 3.397 -0.267
O: 4.613 4.167 0.616
C: 3.666 2.098 0.175
C: 4.233 1.373 1.228
C: 3.583 0.253 1.733
C: 2.346 -0.088 1.234
N: 1.765 0.634 0.243
C: 2.442 1.692 -0.291
H: 6.868 5.090 -0.991
H: 5.114 4.854 -3.107
H: 4.845 5.650 -1.538
H: 4.539 2.787 -2.184
H: 5.177 1.706 1.645
H: 4.021 -0.339 2.526
H: 1.789 -0.933 1.616
H: 1.962 2.245 -1.105

* charge: +3
* HOMO level: -17.4 eV
* 2S+1: 1
* calculated total energy: -1552.79338 Ha
* energy above the lowest of the compared OMol25 structures with the same formula, charge and spin: 13.6 kcal per mole
* LUMO: -11.91 eV

=====

5.
Computed, not measured: one molecule with the formula C5H9NO, with the ωB97M-V functional and the def2-TZVPD basis.

Geometry (Å):
C: 1.482 -0.740 0.383
C: 0.453 0.356 0.181
C: 0.912 1.587 -0.562
O: -0.404 0.744 1.301
C: -0.940 -0.016 0.269
C: -1.817 -1.170 0.311
N: -2.141 0.063 -0.485
H: 1.992 -0.658 1.345
H: 2.231 -0.687 -0.414
H: 1.010 -1.727 0.327
H: 1.352 1.356 -1.537
H: 1.682 2.075 0.047
H: 0.088 2.292 -0.690
H: -2.468 -1.285 1.175
H: -1.523 -2.094 -0.184
H: -1.907 -0.096 -1.465

* SMILES: CC1(C)O[C@]12CN2
* HOMO level: -9.5 eV
* 2S+1: 1
* calculated total energy: -325.82426 Ha
* energy above the lowest of the compared OMol25 structures with the same formula, charge and spin: 71.1 kcal per mole
* LUMO: 0.91 eV

=====

6.
Computed, not measured: C28H44BrMgN3P2 as an isolated structure at a distorted geometry, with the ωB97M-V functional and the def2-TZVPD basis.

Geometry (Å):
C: -1.589 6.226 -2.024
C: -1.871 4.879 -2.286
C: -2.051 4.494 -3.633
C: -1.753 5.421 -4.650
N: -1.451 6.695 -4.377
C: -1.343 7.095 -3.110
C: -1.805 3.844 -1.232
C: -0.972 3.116 -0.605
C: 0.019 2.165 -0.228
C: 1.147 2.412 0.585
C: 1.860 1.349 1.114
C: 1.628 0.016 0.719
C: 0.617 -0.172 -0.266
C: -0.200 0.850 -0.695
Mg: -2.758 2.290 -0.096
P: 2.970 -1.229 0.941
H: -2.298 3.468 -3.901
H: -1.457 6.590 -1.003
H: -1.751 5.111 -5.703
H: -1.035 8.135 -2.936
H: -1.005 0.703 -1.437
H: 1.399 3.459 0.806
H: 0.382 -1.167 -0.642
H: 2.622 1.528 1.883
C: 2.543 -2.377 2.227
C: 2.780 -3.835 1.917
H: 1.393 -2.204 2.413
H: 3.034 -2.051 3.155
H: 2.436 -4.419 2.776
H: 2.166 -4.149 1.068
H: 3.826 -4.095 1.714
C: 3.151 -2.009 -0.687
C: 3.506 -1.001 -1.778
H: 2.195 -2.511 -0.913
H: 3.893 -2.823 -0.608
H: 3.611 -1.515 -2.743
H: 2.703 -0.260 -1.872
H: 4.447 -0.469 -1.559
C: 4.509 -0.405 1.409
C: 5.675 -1.365 1.666
H: 4.271 0.170 2.319
H: 4.756 0.326 0.622
H: 6.539 -0.787 2.008
H: 5.441 -2.102 2.442
H: 5.971 -1.892 0.754
Br: -0.115 -1.250 2.342
P: -2.738 -2.566 -1.487
C: -0.990 -3.087 -1.244
C: -0.707 -4.589 -1.399
H: -0.687 -2.745 -0.235
H: -0.384 -2.543 -1.996
H: 0.368 -4.795 -1.340
H: -1.196 -5.179 -0.616
H: -1.052 -4.960 -2.367
C: -3.567 -2.487 0.137
C: -4.812 -3.402 0.142
H: -3.853 -1.438 0.337
H: -2.844 -2.789 0.915
H: -5.211 -3.534 1.150
H: -5.611 -2.979 -0.473
H: -4.577 -4.395 -0.255
C: -2.761 -0.999 -2.389
C: -3.315 -1.172 -3.814
H: -1.724 -0.644 -2.461
H: -3.351 -0.270 -1.802
H: -3.595 -0.202 -4.235
H: -2.556 -1.611 -4.471
H: -4.196 -1.822 -3.832
C: 0.213 2.916 4.312
N: -0.997 2.137 3.970
C: -1.274 0.911 4.728
C: -1.707 2.380 2.901
N: -2.423 2.484 1.966
H: 0.389 2.815 5.392
H: 0.063 3.972 4.066
H: 1.102 2.542 3.785
H: -2.368 0.734 4.744
H: -0.787 0.045 4.225
H: -0.885 1.015 5.748

* charge: +2
* HOMO level: -12.0 eV
* 2S+1: 1
* calculated total energy: -4713.70776 Ha
* energy above the lowest of the compared OMol25 structures with the same formula, charge and spin: 84.7 kcal per mole
* LUMO: -7.94 eV

=====

7.
Computed, not measured: one molecule with the formula CN2O2 at a distorted geometry, with the ωB97M-V functional and the def2-TZVPD basis.

Geometry (Å):
C: -0.722 0.013 0.001
N: 0.160 -1.175 0.000
N: 0.653 0.034 0.000
O: 1.691 0.620 0.000
O: -1.783 0.508 0.000

* HOMO level (spin up / spin down): -11.0 / -11.0 eV
* 2S+1: 1
* calculated total energy: -297.94408 Ha
* energy above the lowest of the compared OMol25 structures with the same formula, charge and spin: 145.6 kcal per mole
* LUMO (spin up / spin down): -0.70 / -0.70 eV

=====

8.
Computed, not measured: a 2-piece molecular cluster, HN2O3S overall at a distorted geometry, with the ωB97M-V functional and the def2-TZVPD basis.

Geometry (Å):
N: 0.677 1.142 -0.197
N: 1.135 -0.227 0.027
O: 0.684 -1.181 -0.577
O: 2.127 -0.273 0.749
O: -0.385 1.347 -0.808
S: -2.769 -0.246 0.386
H: -1.469 -0.562 0.421

* charge: -1
* HOMO level (spin up / spin down): -3.2 / -3.2 eV
* 2S+1: 1
* calculated total energy: -733.84083 Ha
* energy above the lowest of the compared OMol25 structures with the same formula, charge and spin: 172.8 kcal per mole
* LUMO (spin up / spin down): 1.39 / 1.39 eV

=====

9.
Computed, not measured: a 2-piece molecular cluster, C10H16O overall at a distorted geometry, with the ωB97M-V functional and the def2-TZVPD basis.

Geometry (Å):
C: 0.508 -2.303 0.843
C: 0.196 -0.911 1.164
C: 1.209 -0.033 0.822
C: 0.899 1.352 0.781
C: -0.460 1.581 1.160
O: -0.839 2.885 1.162
C: -1.421 0.689 1.833
C: -0.961 -0.590 1.950
H: 0.169 -2.401 -0.181
H: 0.035 -3.072 1.446
H: 1.538 -2.651 0.716
H: 2.093 -0.520 0.381
H: 1.429 2.154 0.494
H: -0.564 3.392 0.353
H: -2.480 1.036 1.976
H: -1.478 -1.418 2.375
C: 0.700 -1.873 -2.947
C: 0.641 -0.290 -2.769
C: -0.626 0.113 -2.167
H: 1.720 -2.219 -3.413
H: -0.102 -2.074 -3.637
H: 0.720 -2.421 -2.028
H: 1.577 0.072 -2.156
H: 0.825 0.161 -3.708
H: -1.524 -0.362 -2.714
H: -0.609 -0.389 -1.218
H: -0.750 1.217 -2.002

* SMILES: Cc1ccc(O)cc1.CCC
* HOMO level: -8.0 eV
* 2S+1: 1
* calculated total energy: -465.79008 Ha
* energy above the lowest of the compared OMol25 structures with the same formula, charge and spin: 67.6 kcal per mole
* LUMO: 0.80 eV

=====

10.
Computed, not measured: one molecule with the formula C10H10O3 at a distorted geometry, with the ωB97M-V functional and the def2-TZVPD basis.

Geometry (Å):
C: -2.395 -2.037 2.472
O: -2.727 -1.322 1.230
C: -1.731 -0.694 0.634
C: -1.956 0.623 0.358
C: -1.005 1.387 -0.377
C: 0.225 0.839 -0.793
C: 1.302 1.562 -1.440
C: 2.615 1.220 -1.398
C: 3.428 2.176 -2.131
O: 3.105 3.307 -2.611
C: 0.537 -0.501 -0.206
C: -0.478 -1.354 0.220
O: -0.362 -2.614 0.599
H: -3.236 -2.674 2.721
H: -1.424 -2.628 2.421
H: -2.187 -1.256 3.345
H: -2.931 0.952 0.850
H: -1.317 2.392 -0.794
H: 0.896 2.439 -2.276
H: 3.163 0.393 -0.739
H: 4.481 1.768 -2.090
H: 1.399 -1.026 -0.491
H: 0.598 -2.953 0.495

* SMILES: COc1ccc(/C=C/C=O)cc1O
* HOMO level: -8.3 eV
* 2S+1: 1
* calculated total energy: -612.64022 Ha
* energy above the lowest of the compared OMol25 structures with the same formula, charge and spin: 76.0 kcal per mole
* LUMO: -0.47 eV

=====

11.
Computed, not measured: one molecule with the formula C4H6O2, with the ωB97M-V functional and the def2-TZVPD basis.

Geometry (Å):
C: -0.819 -1.283 0.375
C: -0.866 0.022 0.660
C: 0.023 0.957 -0.101
O: -0.244 1.173 -1.483
C: 1.425 0.263 -0.080
O: 1.592 -0.917 0.090
H: -0.968 -2.039 1.137
H: -0.513 -1.656 -0.598
H: -1.234 0.360 1.626
H: 0.099 1.938 0.394
H: -1.134 0.840 -1.655
H: 2.309 0.892 -0.256

* SMILES: C=C[C@H](O)C=O
* HOMO level: -9.6 eV
* 2S+1: 1
* calculated total energy: -306.41846 Ha
* energy above the lowest of the compared OMol25 structures with the same formula, charge and spin: 55.1 kcal per mole
* LUMO: 0.66 eV

=====

12.
Computed, not measured: C28H26AuN11S2 as an isolated structure, with the ωB97M-V functional and the def2-TZVPD basis.

Geometry (Å):
Au: 1.329 1.730 -0.534
S: 3.779 1.609 -0.673
C: 3.913 0.348 0.520
N: 5.030 0.065 1.195
N: 6.016 0.893 1.036
C: 7.229 0.743 1.670
C: 7.457 -0.310 2.570
C: 8.682 -0.382 3.189
C: 9.670 0.569 2.915
C: 9.437 1.604 2.010
C: 8.216 1.699 1.383
N: 2.932 -0.572 0.805
N: 1.777 -0.251 0.365
C: 0.761 -1.157 0.446
C: -0.607 -0.567 0.264
C: -1.771 -1.617 0.223
C: -1.365 -3.048 0.300
C: -0.104 -3.438 0.580
C: 0.963 -2.495 0.666
H: 5.882 1.713 0.435
H: 6.678 -1.034 2.761
H: 8.881 -1.179 3.891
H: 10.629 0.500 3.411
H: 10.213 2.326 1.798
H: 8.017 2.493 0.673
H: -1.336 1.082 -0.657
H: -3.189 -0.330 -0.679
H: -2.143 -3.793 0.164
H: 0.128 -4.489 0.692
H: 1.974 -2.842 0.836
C: -3.309 6.006 -0.989
C: -1.830 5.918 -0.996
N: -1.007 6.891 -1.206
N: 0.228 6.313 -1.117
C: 0.201 5.011 -0.864
S: 1.632 4.078 -0.695
N: -1.124 4.738 -0.780
N: -1.674 3.493 -0.482
H: -3.593 7.035 -1.189
H: -3.718 5.711 -0.022
H: -3.745 5.370 -1.760
H: 1.054 6.878 -1.242
H: -2.387 3.286 -1.174
H: -2.107 3.543 0.436
N: -4.081 -3.167 -2.006
C: -5.190 -3.919 -1.636
C: -5.868 -4.958 -2.271
C: -6.943 -5.485 -1.592
C: -7.329 -5.000 -0.328
C: -6.648 -3.972 0.287
C: -5.558 -3.426 -0.387
N: -4.697 -2.389 -0.007
C: -3.859 -2.278 -0.991
C: -2.734 -1.291 -0.943
C: -2.175 -1.030 1.573
C: -1.222 -0.096 1.569
N: -0.602 0.404 -0.852
C: -0.881 -0.252 -2.126
C: -1.908 -1.087 -2.187
H: -3.575 -3.250 -2.869
H: -5.575 -5.334 -3.243
H: -7.508 -6.290 -2.043
H: -8.180 -5.448 0.167
H: -6.944 -3.593 1.256
H: -2.964 -1.326 2.251
H: -0.917 0.678 2.264
H: -0.217 -0.034 -2.950
H: -2.129 -1.598 -3.115

* charge: +2
* HOMO level (spin up / spin down): -12.3 / -12.3 eV
* 2S+1: 3
* calculated total energy: -2616.30069 Ha
* energy above the lowest of the compared OMol25 structures with the same formula, charge and spin: 61.8 kcal per mole
* LUMO (spin up / spin down): -6.82 / -8.20 eV